No. 1
{
  "formula": "C49H38NOP3ReTe",
  "method": "ωB97M-V/def2-TZVPD",
  "species": ["Re", "Te", "C", "C", "C", "N", "C", "C", "C", "P", "C", "C", "C", "C", "C", "C", "C", "C", "C", "C", "C", "C", "P", "C", "C", "C", "C", "C", "C", "C", "C", "C", "C", "C", "C", "H", "H", "H", "H", "H", "H", "H", "H", "H", "H", "H", "H", "H", "H", "H", "H", "H", "H", "H", "H", "H", "H", "H", "H", "O", "C", "C", "C", "C", "C", "C", "C", "P", "C", "C", "C", "C", "C", "C", "C", "C", "C", "C", "C", "C", "H", "H", "H", "H", "H", "H", "H", "H", "H", "H", "H", "H", "H", "H"],
  "xyz": [[-0.4886, 0.1430, -0.4162], [-5.0807, 0.4042, 1.5395], [-5.3677, -1.5233, 2.3417], [-6.2469, -2.4025, 1.7295], [-6.4078, -3.6619, 2.2948], [-5.7584, -4.0666, 3.3812], [-4.9335, -3.2046, 3.9679], [-4.7074, -1.9181, 3.4961], [-3.0745, 0.3043, 1.3097], [-2.0485, 1.6951, 0.8347], [-1.4856, 2.5215, 2.3347], [-0.1221, 2.7312, 2.5184], [0.3354, 3.3352, 3.6822], [-0.5676, 3.7207, 4.6603], [-1.9315, 3.5079, 4.4825], [-2.3928, 2.9094, 3.3227], [-3.0826, 2.8698, -0.0749], [-3.1633, 4.2161, 0.2680], [-3.9461, 5.0763, -0.4929], [-4.6439, 4.5998, -1.5917], [-4.5591, 3.2570, -1.9449], [-3.7776, 2.3965, -1.1931], [-2.0016, -1.0764, 0.9707], [-2.9110, -2.5066, 0.3672], [-3.5773, -2.3828, -0.8520], [-4.3055, -3.4478, -1.3544], [-4.3604, -4.6436, -0.6473], [-3.7004, -4.7684, 0.5666], [-2.9786, -3.7005, 1.0811], [-1.0957, -1.5494, 2.4600], [-0.1915, -2.6119, 2.3856], [0.5519, -2.9659, 3.4972], [0.4129, -2.2501, 4.6812], [-0.4653, -1.1795, 4.7520], [-1.2189, -0.8244, 3.6419], [-6.7922, -2.1372, 0.8328], [-7.0875, -4.3762, 1.8437], [-4.4306, -3.5518, 4.8638], [-4.0394, -1.2562, 4.0291], [0.5844, 2.4155, 1.7582], [1.3950, 3.4995, 3.8251], [-0.2112, 4.1888, 5.5684], [-2.6317, 3.8117, 5.2492], [-3.4560, 2.7438, 3.1884], [-2.6242, 4.5959, 1.1265], [-4.0124, 6.1211, -0.2200], [-5.2557, 5.2738, -2.1763], [-5.1038, 2.8845, -2.8028], [-3.7099, 1.3483, -1.4725], [-3.5308, -1.4507, -1.4060], [-4.8285, -3.3484, -2.2971], [-4.9254, -5.4782, -1.0417], [-3.7591, -5.6932, 1.1249], [-2.4832, -3.7975, 2.0375], [-0.0837, -3.1751, 1.4634], [1.2411, -3.7981, 3.4447], [0.9976, -2.5267, 5.5484], [-0.5634, -0.6173, 5.6713], [-1.8890, 0.0255, 3.6894], [1.5086, -0.6291, 0.3324], [0.9754, -1.1680, -0.6439], [1.3896, -2.1151, -1.6668], [2.4646, -2.9911, -1.6410], [2.7131, -3.7563, -2.7733], [1.9234, -3.6180, -3.9092], [0.8645, -2.7125, -3.9476], [0.5921, -1.9708, -2.8128], [-0.5906, -0.6090, -2.6203], [0.3686, 0.9251, -2.7045], [-0.2571, 2.0790, -2.1815], [0.5056, 3.2322, -1.9172], [1.8571, 3.2313, -2.1558], [2.4794, 2.0901, -2.6866], [1.7581, 0.9521, -2.9514], [-1.8878, -0.7357, -3.8478], [-2.5000, -1.9716, -4.0637], [-3.5361, -2.0724, -4.9780], [-3.9666, -0.9462, -5.6676], [-3.3602, 0.2841, -5.4504], [-2.3203, 0.3950, -4.5409], [3.0829, -3.0784, -0.7573], [3.5321, -4.4626, -2.7753], [2.1408, -4.2164, -4.7840], [0.2750, -2.5971, -4.8482], [-1.3383, 2.1593, -2.1557], [0.0091, 4.1212, -1.5496], [2.4437, 4.1186, -1.9592], [3.5400, 2.1095, -2.8987], [2.2532, 0.0813, -3.3614], [-2.1696, -2.8510, -3.5228], [-4.0032, -3.0314, -5.1598], [-4.7719, -1.0297, -6.3852], [-3.6874, 1.1551, -6.0020], [-1.8363, 1.3524, -4.3927]],
  "lowdin_spin": [1.665, 0.342, 0.030, 0.013, -0.002, 0.008, 0.000, 0.013, 0.405, 0.080, 0.026, 0.007, 0.001, 0.004, 0.001, 0.005, 0.006, 0.001, 0.001, 0.001, 0.001, 0.006, 0.093, 0.000, 0.002, 0.001, 0.000, 0.000, 0.000, 0.033, 0.007, 0.001, 0.007, 0.000, 0.013, 0.003, 0.000, 0.000, 0.000, 0.003, 0.000, 0.000, 0.000, 0.003, 0.000, 0.000, 0.000, 0.000, 0.004, 0.002, 0.000, 0.000, 0.000, 0.000, 0.000, 0.000, 0.000, 0.000, 0.004, 0.144, -0.014, -0.006, -0.004, 0.000, -0.004, 0.000, -0.003, 0.025, 0.015, 0.020, 0.008, -0.002, 0.010, -0.001, 0.007, 0.001, 0.000, 0.002, 0.000, 0.002, 0.000, 0.000, 0.000, 0.000, 0.010, 0.000, 0.000, 0.001, 0.000, 0.000, 0.000, 0.000, 0.000, 0.000],
  "homo_lumo_gap_ev": [6.8, 6.2],
  "homo_ev": [-12.561, -13.331],
  "e_tot_ha": -3389.83036,
  "spin_multiplicity": 4,
  "charge": 2
}

=====

No. 2
{
  "formula": "C49H39Cl3IN7OPS2TeV",
  "method": "ωB97M-V/def2-TZVPD",
  "species": ["V", "I", "C", "C", "C", "C", "C", "C", "C", "C", "C", "P", "C", "C", "C", "C", "C", "C", "C", "C", "C", "C", "C", "C", "C", "H", "H", "H", "H", "H", "H", "H", "H", "H", "H", "H", "H", "H", "H", "H", "H", "S", "C", "C", "C", "C", "C", "C", "C", "C", "C", "N", "H", "H", "H", "H", "H", "H", "Te", "N", "C", "N", "N", "C", "N", "H", "H", "H", "H", "Cl", "C", "C", "C", "C", "C", "C", "N", "C", "C", "N", "C", "O", "C", "C", "C", "Cl", "S", "C", "C", "C", "Cl", "C", "H", "H", "H", "H", "H", "H", "H", "H", "H", "H", "H", "H", "H"],
  "xyz": [[0.1525, 0.0514, -0.0553], [-1.3841, -0.2035, -2.4201], [-2.3387, 1.6839, -3.2899], [-2.4083, 1.6296, -4.6546], [-3.0816, 2.6086, -5.4094], [-3.7307, 3.6158, -4.7655], [-3.6852, 3.7153, -3.3495], [-4.4345, 4.7332, -2.7055], [-4.4125, 4.8564, -1.3439], [-3.5784, 4.0113, -0.6000], [-2.8251, 3.0162, -1.1810], [-1.5882, 2.1835, 0.0124], [-2.8420, 1.7541, 1.2655], [-3.9614, 1.0559, 0.8088], [-4.9352, 0.6336, 1.6922], [-4.8149, 0.9114, 3.0473], [-3.7043, 1.5953, 3.5089], [-2.7159, 2.0017, 2.6272], [-0.7897, 3.7526, 0.4984], [-1.0761, 4.5689, 1.5864], [-0.3538, 5.7303, 1.8007], [0.6408, 6.1133, 0.9192], [0.9030, 5.3293, -0.1982], [0.1955, 4.1606, -0.4006], [-2.9238, 2.7892, -2.5956], [-1.9629, 0.7909, -5.1747], [-3.1088, 2.5340, -6.4883], [-4.2991, 4.3578, -5.3133], [-5.0301, 5.3995, -3.3170], [-5.0074, 5.6054, -0.8373], [-3.5294, 4.1671, 0.4737], [-4.0643, 0.8331, -0.2482], [-5.7950, 0.0929, 1.3183], [-5.5782, 0.5833, 3.7389], [-3.5899, 1.8053, 4.5647], [-1.8295, 2.4808, 3.0166], [-1.8693, 4.3128, 2.2758], [-0.5744, 6.3418, 2.6674], [1.2052, 7.0173, 1.0938], [1.6589, 5.6255, -0.9127], [0.4149, 3.5415, -1.2667], [0.6730, 1.1747, 4.3125], [1.6385, 2.3216, 3.4660], [1.5220, 2.1827, 2.1270], [0.6238, 1.1733, 1.6817], [0.1055, 0.5201, 2.7969], [-0.7783, -0.5922, 2.6860], [-1.3440, -1.2906, 3.7660], [-2.2008, -2.3395, 3.5472], [-2.5129, -2.6980, 2.2425], [-1.9265, -1.9794, 1.2319], [-1.0844, -0.9623, 1.4212], [2.2037, 3.0568, 4.0043], [2.0708, 2.8298, 1.4525], [-1.0866, -0.9839, 4.7716], [-2.6330, -2.8790, 4.3785], [-3.1755, -3.5172, 2.0157], [-2.1108, -2.2179, 0.1869], [0.5319, -2.4089, -1.6949], [5.5197, 0.2304, -3.1869], [4.2965, 0.2376, -2.5494], [3.7135, -0.9514, -2.3352], [3.8411, 1.4784, -2.2043], [2.6439, 1.3536, -1.6730], [1.6066, 1.0113, -1.2425], [6.1243, -0.5494, -2.9901], [5.9826, 1.1259, -3.1604], [4.0486, -1.7335, -2.8765], [2.6935, -1.0782, -2.0935], [6.9471, 4.6556, 4.4778], [6.4570, 2.9968, 4.2677], [5.2198, 2.5790, 4.7405], [4.8457, 1.2622, 4.5412], [5.6790, 0.3520, 3.8907], [5.2340, -1.0841, 3.7587], [5.1745, -1.6349, 2.3116], [3.8203, -1.6640, 1.8151], [2.9445, -2.6922, 2.0503], [1.7627, -2.3232, 1.4986], [1.8857, -1.0795, 0.9412], [3.1243, -0.7070, 1.1592], [6.0749, -1.9084, 4.5729], [5.4145, -2.4083, 5.7311], [4.3141, -3.3804, 5.4214], [2.9621, -3.1338, 5.5383], [2.2118, -1.6659, 6.0323], [1.9814, -4.4639, 5.0862], [3.3736, -5.3893, 4.7100], [4.5322, -4.6980, 4.9302], [6.9292, 0.8117, 3.4638], [8.0873, -0.2717, 2.7417], [7.3274, 2.1207, 3.6281], [4.5643, 3.2701, 5.2455], [3.8743, 0.9321, 4.8783], [4.2069, -1.1311, 4.1321], [5.5448, -2.6617, 2.3234], [5.7968, -1.0596, 1.6252], [3.2643, -3.5848, 2.5441], [0.8380, -2.8627, 1.4242], [3.5563, 0.2422, 0.8834], [5.0129, -1.5792, 6.3297], [6.1972, -2.8988, 6.3147], [3.2673, -6.3899, 4.3419], [5.5128, -5.1005, 4.7537], [8.2918, 2.4478, 3.2781]],
  "lowdin_spin": [2.616, 0.059, 0.012, 0.003, 0.001, 0.000, 0.000, 0.000, 0.001, 0.002, 0.012, 0.041, 0.003, 0.001, 0.000, 0.001, 0.000, 0.001, 0.002, 0.000, 0.000, -0.001, 0.000, 0.001, 0.001, 0.001, 0.000, 0.000, 0.000, 0.000, 0.000, 0.000, 0.000, 0.000, 0.000, 0.000, 0.000, 0.000, 0.000, 0.000, 0.001, 0.014, -0.006, 0.002, 0.003, 0.030, 0.024, 0.003, 0.018, 0.007, 0.017, 0.021, -0.001, 0.000, 0.000, 0.001, 0.000, 0.001, 0.014, 0.003, 0.009, 0.003, 0.012, 0.043, 0.008, 0.000, 0.000, 0.000, 0.001, 0.000, 0.000, 0.000, 0.000, 0.000, 0.000, 0.000, 0.001, 0.001, 0.003, 0.003, 0.003, 0.000, 0.000, 0.000, 0.000, 0.000, 0.000, 0.000, 0.000, 0.000, 0.000, 0.000, 0.000, 0.000, 0.000, 0.000, 0.000, 0.000, 0.000, 0.000, 0.000, 0.000, 0.000, 0.000, 0.000],
  "homo_lumo_gap_ev": [4.0, 4.4],
  "homo_ev": [-2.085, -2.541],
  "e_tot_ha": -6377.27881,
  "spin_multiplicity": 4,
  "charge": -1
}

=====

Q: Which value of charge does entry 1 give?
A: +2